41
Properties=species:S:1:pos:R:3 method="wB97M-V/def2-TZVPD" total_charge=0 multiplicity=1 smiles="COc1ccccc1NC(=O)CSc1ccc(-c2ccccn2)nn1" homo_lumo_gap_ev=8.278 e_homo_ev=-8.35
C 1.13678 3.73147 0.13324
H 1.91374 4.39557 -0.25593
O 1.36491 2.39792 -0.24902
C 1.48411 2.11150 -1.57351
C 1.21592 2.98985 -2.61489
C 1.31633 2.56108 -3.92892
C 1.67845 1.26054 -4.22306
C 1.96682 0.38106 -3.19199
C 1.88144 0.79867 -1.87784
N 2.19726 -0.08019 -0.81191
C 3.17410 0.21999 0.07188
O 4.02752 1.06035 -0.09442
C 3.13136 -0.65537 1.32303
H 2.77731 -1.66397 1.11989
H 4.11238 -0.66755 1.79578
S 2.02225 0.08663 2.56417
C 0.44296 -0.41465 2.02723
N 0.33240 -1.15731 0.93295
N -0.82928 -1.55942 0.51312
C -1.93743 -1.24702 1.16398
C -1.90556 -0.46032 2.33570
C -0.68438 -0.03288 2.78039
H -0.56059 0.57130 3.66535
H -2.83038 -0.22310 2.83589
C -3.20480 -1.74377 0.62237
N -4.30615 -1.42434 1.30055
C -5.46789 -1.85279 0.84921
C -5.60825 -2.62124 -0.29808
C -4.46317 -2.95483 -1.00628
C -3.23804 -2.51127 -0.54308
H -2.31508 -2.73869 -1.05080
H -4.52651 -3.55107 -1.90522
H -6.58338 -2.94706 -0.62492
H -6.32902 -1.56468 1.43876
H 1.47840 -0.73808 -0.50723
H 2.27019 -0.63381 -3.39856
H 1.74842 0.93267 -5.24868
H 1.10399 3.25741 -4.72653
H 0.92247 4.00798 -2.41260
H 1.17306 3.73459 1.22169
H 0.15283 4.08163 -0.19807